Entry from OMol25: an isolated ion of composition C4H9N2 and charge +1 in a non-equilibrium geometry (the ωB97M-V functional and the def2-TZVPD basis).

The value obtained for the HOMO-LUMO gap is 0.383 Ha. The structure (SMILES) is C[N+]1=NC1(C)C. As for the HOMO energy: -15.54 eV. As for the total energy: -7263.07748 eV. As for the molar mass: 85.130 g mol⁻¹. The LUMO energy comes out at -0.188 hartree. For the energy above the lowest of the compared OMol25 structures with the same formula, charge and spin, the calculation gives 5.064 eV. Its spin multiplicity is 1. Its total charge is +1.

Geometry as XYZ:
```
15
Properties=species:S:1:pos:R:3:forces:R:3:nbo_charge:R:1
C 0.612706 -0.063022 0.189844 -0.20 0.60 -0.98 0.278
C 1.408703 1.204121 0.034558 -2.81 0.75 0.13 -0.661
C 1.295512 -1.346793 -0.016838 -0.44 -1.76 -0.63 -0.678
C -2.588992 0.207417 -0.399434 2.48 -1.89 1.14 -0.288
N -0.414840 -0.010461 1.293621 -0.13 -0.18 0.06 0.055
N -0.878090 -0.010514 0.176025 -1.77 0.74 -1.17 -0.006
H 1.445785 1.495264 1.090409 0.81 0.55 -0.17 0.256
H 0.693996 1.978950 -0.449371 1.83 -0.99 0.37 0.249
H 2.377301 0.990195 -0.413207 -0.26 0.55 -0.11 0.263
H 1.315729 -1.888281 -1.046966 -0.21 1.57 1.51 0.281
H 0.687040 -1.994313 0.640324 1.16 -0.54 -0.09 0.238
H 2.337578 -1.148332 0.293640 -0.50 -0.75 0.12 0.262
H -2.669767 -0.712793 -1.034351 -0.14 1.01 0.68 0.251
H -2.532982 1.133805 -0.953766 -0.08 0.13 0.16 0.246
H -3.089677 0.164760 0.595517 0.26 0.23 -1.04 0.255
```
Positions in Å, forces in eV/Å.